{"formula": "C3H5N3", "method": "wB97M-V/def2-TZVPD", "symbols": ["N", "C", "C", "N", "N", "C", "H", "H", "H", "H", "H"], "coordinates": [[-1.752, -0.510, -0.230], [-0.458, 0.015, -0.032], [0.124, 1.270, 0.280], [1.453, 1.196, 0.247], [1.731, -0.081, -0.046], [0.602, -0.819, -0.230], [-2.496, 0.156, -0.296], [-1.980, -1.254, 0.414], [-0.351, 2.215, 0.513], [2.702, -0.335, -0.139], [0.423, -1.852, -0.480]], "forces_ev_per_angstrom": [[-0.2, 0.2, 0.1], [0.2, -0.1, -0.1], [-0.1, 0.0, -0.1], [-0.3, -0.1, 0.0], [0.0, -0.1, 0.0], [0.0, 0.2, 0.0], [-0.2, 0.2, 0.1], [-0.1, 0.2, 0.0], [0.1, -0.2, -0.1], [-0.3, -0.1, 0.0], [1.0, -0.1, -0.1]], "e_tot_ev": -7661.4984, "fmax_ev_per_a": 0.99, "homo_ev": -8.27, "gap_ha": 0.3445}